Below is a molecular structure, C25H42AgBO29 at a distorted geometry, with properties calculated with the ωB97M-V functional and the def2-TZVPD basis.

The calculation puts the HOMO-LUMO gap at 9.32 eV. As for the energy above the lowest of the compared OMol25 structures with the same formula, charge and spin: 0.0 kcal/mol.

CARTESIAN COORDINATES (ANGSTROEM)
1 Ag 0.504214 1.285527 2.636824
2 O 0.459851 1.865232 -4.417097
3 C 0.769975 1.128421 -3.537327
4 O -0.036727 0.544841 -2.670997
5 B 0.745802 -0.214851 -1.677651
6 O 2.141879 0.011910 -2.041947
7 C 2.216653 0.692244 -3.183843
8 O 3.205961 0.908540 -3.811093
9 O 0.388864 -1.645509 -1.730070
10 C -0.197910 -2.017091 -0.604602
11 O -0.724591 -3.060935 -0.363273
12 C -0.189790 -0.781032 0.324863
13 O 0.426625 0.202827 -0.294718
14 O -0.649598 -0.739381 1.430440
15 C -2.435197 1.223761 6.221774
16 O -3.163900 0.637061 5.142876
17 C -2.474899 0.349005 4.051161
18 O -1.285493 0.512412 3.918203
19 O -3.206013 -0.185118 3.097191
20 C -4.617987 -0.332911 3.246292
21 H -2.136363 2.239427 5.965275
22 H -1.544780 0.649644 6.476542
23 H -3.099574 1.222084 7.079111
24 H -5.104886 0.638543 3.366757
25 H -4.872522 -1.006281 4.056527
26 H -4.977136 -0.701090 2.286192
27 C -0.412552 4.544346 -5.979623
28 O 0.570230 5.422666 -6.531648
29 C 0.200684 6.169884 -7.552842
30 O -0.878737 6.210034 -8.081051
31 O 1.256301 6.897770 -7.936731
32 C 1.001040 7.797056 -8.999269
33 H -1.388082 5.028543 -5.943857
34 H -0.112309 4.332088 -4.959333
35 H -0.445154 3.613975 -6.538377
36 H 0.104684 8.391541 -8.830691
37 H 0.861470 7.257445 -9.939940
38 H 1.880501 8.426719 -9.087225
39 C -3.800883 -1.374422 -0.062094
40 O -5.198497 -1.301016 0.202837
41 C -6.093012 -1.830017 -0.628603
42 O -7.272440 -1.738184 -0.444990
43 O -5.531456 -2.483127 -1.646594
44 C -6.448969 -3.080335 -2.556359
45 H -3.361683 -0.514859 0.438270
46 H -3.541028 -1.354091 -1.116752
47 H -3.386706 -2.292886 0.354028
48 H -7.148314 -3.733991 -2.039957
49 H -5.836134 -3.659070 -3.243917
50 H -7.000563 -2.333706 -3.126177
51 C 2.095107 2.990544 -0.541212
52 O 2.539331 4.004652 0.354937
53 C 2.661752 3.693846 1.618404
54 O 2.423899 2.611939 2.125355
55 O 3.135957 4.739681 2.270686
56 C 3.235952 4.621117 3.689747
57 H 1.194252 2.496729 -0.173332
58 H 2.880610 2.259007 -0.711144
59 H 1.811965 3.493389 -1.462328
60 H 2.466520 3.965401 4.083023
61 H 3.135200 5.623112 4.099769
62 H 4.230575 4.270151 3.964598
63 C 5.968214 -4.786448 -0.544165
64 O 6.245990 -4.150660 -1.791691
65 C 5.935812 -2.860414 -1.830736
66 O 5.655496 -2.185278 -0.873001
67 O 5.977761 -2.459414 -3.093067
68 C 5.644387 -1.092798 -3.358563
69 H 6.753881 -4.567998 0.179814
70 H 5.958309 -5.852782 -0.743249
71 H 5.019822 -4.441585 -0.140762
72 H 5.387924 -0.592120 -2.429055
73 H 4.812126 -1.038789 -4.047691
74 H 6.524620 -0.594703 -3.762952
75 C -5.891850 -3.598715 3.976489
76 O -4.837611 -3.464133 3.025197
77 C -3.613877 -3.775270 3.458297
78 O -3.352484 -4.204768 4.551384
79 O -2.755305 -3.480454 2.493583
80 C -1.395751 -3.641064 2.811902
81 H -5.768324 -4.515522 4.547239
82 H -6.795464 -3.721109 3.381914
83 H -5.943473 -2.690983 4.568868
84 H -1.173152 -3.427938 3.857272
85 H -0.820720 -3.063797 2.103780
86 H -1.062045 -4.682779 2.716918
87 C 1.805289 -3.033520 3.986033
88 O 2.779321 -2.637754 3.059214
89 C 2.828261 -1.368704 2.672637
90 O 2.091618 -0.488387 3.075274
91 O 3.833682 -1.244188 1.841416
92 C 3.897034 -0.069750 1.027304
93 H 1.070085 -2.281495 4.270475
94 H 2.243555 -3.363454 4.931376
95 H 1.280762 -3.895595 3.575026
96 H 2.888687 0.260880 0.776043
97 H 4.442427 -0.320188 0.127175
98 H 4.393027 0.738464 1.565284

Force components x, y, z for each atom (eV/Å):
Ag 0.06 -0.39 -0.21
O -0.14 0.28 -0.36
C 0.34 -0.17 0.09
O -0.19 -0.01 0.46
B -0.01 -0.20 -0.78
O 0.19 -0.10 0.33
C -0.24 -0.07 -0.05
O 0.09 0.18 0.03
O 0.00 -0.15 0.30
C -0.33 0.41 -0.58
O 0.18 -0.12 0.16
C 0.23 -0.41 -0.25
O -0.01 0.19 0.17
O 0.06 0.33 0.38
C 0.32 0.11 0.30
O -0.15 -0.04 0.17
C -0.43 -0.41 -0.31
O 0.48 0.49 0.36
O 0.38 0.10 -0.09
C -0.74 0.47 -0.55
H -0.06 0.00 0.01
H -0.05 -0.09 -0.21
H -0.14 0.08 -0.09
H 0.21 -0.03 0.37
H 0.09 0.05 0.06
H 0.17 -0.31 0.28
C -0.33 0.08 0.32
O 0.24 -0.06 0.32
C 0.09 0.13 -0.42
O -0.25 -0.10 0.10
O 0.09 -0.07 0.40
C -0.09 0.09 -0.68
H 0.02 -0.05 -0.26
H 0.24 -0.05 -0.07
H -0.07 0.01 -0.08
H 0.06 0.02 0.16
H 0.01 -0.04 0.11
H 0.01 0.05 0.11
C 0.74 -0.30 0.02
O -0.34 0.24 -0.21
C 0.06 -0.21 0.07
O -0.26 0.12 0.13
O 0.25 0.09 0.00
C -0.03 -0.30 -0.44
H 0.03 -0.05 0.05
H -0.31 0.15 -0.13
H -0.06 0.06 0.11
H 0.00 0.06 0.07
H 0.00 -0.01 0.07
H 0.00 0.11 0.17
C -0.59 -0.33 -0.25
O 0.02 0.42 -0.12
C 0.32 0.04 0.13
O -0.46 -0.18 0.07
O -0.17 0.16 -0.04
C 0.33 0.21 0.34
H 0.19 -0.04 0.18
H 0.02 -0.01 -0.03
H 0.31 0.09 -0.03
H 0.02 -0.06 0.04
H -0.17 0.02 -0.15
H -0.09 -0.25 -0.09
C 0.28 -0.02 0.29
O -0.13 -0.23 -0.13
C -0.08 0.25 -0.10
O -0.06 0.07 0.20
O 0.07 -0.16 -0.26
C 0.29 0.43 0.47
H -0.01 0.07 -0.03
H -0.08 -0.01 -0.07
H -0.06 -0.07 -0.02
H -0.18 -0.02 -0.05
H -0.01 -0.15 -0.08
H -0.03 -0.13 -0.19
C -0.25 -0.53 -0.61
O 0.11 -0.05 -0.33
C -0.24 0.24 0.19
O 0.13 -0.06 0.07
O -0.43 0.05 -0.14
C 1.24 -1.03 0.38
H 0.15 0.26 0.37
H -0.02 0.27 0.02
H -0.10 -0.18 0.37
H -0.24 0.59 -0.07
H -0.10 0.32 0.09
H -0.42 -0.05 -0.28
C -1.04 -0.71 1.13
O 0.38 0.25 -0.24
C 0.07 0.08 0.46
O 0.03 -0.09 -0.23
O 0.07 -0.28 -0.38
C -0.30 0.62 0.11
H 0.17 0.31 -0.52
H 0.45 0.06 -0.24
H 0.04 0.08 -0.13
H 0.06 -0.05 -0.04
H 0.09 -0.27 0.01
H 0.02 -0.09 0.07